23
Properties=species:S:1:pos:R:3:lowdin_charge:R:1 method="wB97M-V/def2-TZVPD" lumo_ev=0.2 homo_energy_ev=-7.754 orbital_gap_ev=8.00 smiles=CCCCSc1n[nH]c(N)n1
C 2.5312 -1.3451 -1.0585 -0.14
C 2.6081 -0.6777 0.2561 -0.27
C 1.3652 0.0422 0.8230 -0.18
C 1.0654 1.2267 -0.1856 -0.49
H 0.4314 1.8035 0.2127 -0.06
H 2.0576 1.8161 -0.6247 0.14
S 0.2617 0.9599 -1.7772 0.87
C -1.3605 0.3592 -0.9090 -0.58
N -2.3535 -0.0701 -1.5854 0.01
N -3.4229 -0.0436 -0.6993 0.09
C -2.7971 0.3561 0.7240 -0.46
N -1.5176 0.5847 0.4751 0.11
N -3.6394 0.2366 1.5168 0.17
H -4.5851 0.4788 1.7228 0.14
H -3.1544 0.7230 2.4217 0.22
H -4.2061 -0.2766 -0.9349 -0.02
H 1.6529 0.5113 1.5689 0.03
H 0.7089 -0.5476 0.7276 -0.02
H 2.9362 -1.4725 1.1372 0.14
H 3.6380 0.1234 0.1988 0.16
H 3.4929 -2.1128 -1.3216 0.16
H 1.8694 -1.9797 -0.9175 -0.02
H 2.4180 -0.6957 -1.7710 -0.03


20
Properties=species:S:1:pos:R:3:lowdin_charge:R:1 method="wB97M-V/def2-TZVPD" lumo_ev=3.8 homo_energy_ev=-2.212 charge=-1 orbital_gap_ev=6.01
C 2.7451 0.1762 -0.3061 -0.38
O 3.7351 0.7414 0.1467 -0.07
C 1.3107 0.6260 -0.4583 -0.16
C 0.3440 -0.4557 -0.8541 -0.20
C -1.0926 -0.0396 -0.5217 -0.53
C -2.0205 -0.4018 -1.4785 -0.07
C -2.5810 0.2041 1.2126 -0.28
N -1.2600 0.4790 0.7122 -0.10
H 2.9059 -0.6875 -0.9976 0.12
H 2.3860 -0.0640 2.7203 0.04
H 0.9598 1.1925 0.3975 0.10
H 2.0249 1.1689 -1.1715 0.14
H 0.7451 -1.3678 -0.3433 0.12
H 0.4931 -0.6697 -1.9268 0.10
H -3.0525 -0.0973 -1.4147 -0.01
H -1.7342 -0.9289 -2.3850 0.00
H -3.0265 -0.8041 0.9707 0.06
H -3.3715 0.9616 0.9867 0.05
H -2.5619 0.1794 2.3121 0.03
H 3.0510 -0.2127 2.3987 0.02


20
Properties=species:S:1:pos:R:3:lowdin_charge:R:1 method="wB97M-V/def2-TZVPD" lumo_ev=3.7 homo_energy_ev=-2.482 charge=-1 orbital_gap_ev=6.15 smiles="C=CC[C@@H](C)NC[O-]"
C 1.6108 0.5733 1.0230 -0.07
C 0.2691 0.1566 0.3937 -0.44
C 0.4872 -1.0516 -0.5288 -0.21
C -0.8004 -1.6098 -1.0509 -0.20
C -1.1877 -2.8699 -1.0049 -0.04
N -0.3978 1.2255 -0.3467 -0.05
C -0.8276 2.3846 0.5065 -0.56
O 0.1405 3.2050 0.9239 -0.35
H 1.6099 1.6443 1.2041 0.05
H 2.4239 0.2972 0.3450 0.06
H 1.7954 0.0808 1.9803 0.06
H -0.4442 -0.1787 1.1495 0.13
H 1.0643 -1.8042 0.0134 0.11
H 1.0940 -0.7279 -1.3835 0.11
H -1.4486 -0.8145 -1.4201 0.09
H -0.5326 -3.6352 -0.5973 0.04
H -2.1544 -3.1931 -1.3881 0.04
H 0.2601 1.5731 -1.0404 0.09
H -1.6016 2.8728 -0.1287 0.07
H -1.3602 1.8718 1.3499 0.08


20
Properties=species:S:1:pos:R:3:lowdin_charge:R:1 method="wB97M-V/def2-TZVPD" lumo_ev="4.0 / 3.8" homo_energy_ev="-1.795 / -2.360" charge=-1 orbital_gap_ev="5.78 / 6.12" s2=2.032 spin_multiplicity=3
C 0.0577 1.8098 0.3970 -0.20
C 0.1604 0.3384 0.1274 -0.35
C -0.0053 -0.8345 -2.1310 -0.09
C -1.4543 -1.4936 1.1966 -0.11
C 0.9375 -0.1196 -1.0702 -0.24
C -0.0963 -0.6441 1.1802 -0.27
N 1.1680 2.8428 1.2448 -0.22
O 2.1725 3.1499 0.5424 -0.32
H 0.1080 2.5448 -0.5559 0.11
H -0.8452 1.8507 1.0581 0.07
H 0.0969 -1.8770 -2.0732 0.03
H 0.0263 -0.3746 -3.2111 0.09
H -0.9653 -0.5841 -1.7561 0.02
H -1.7857 -1.6762 2.2045 0.03
H -1.0960 -2.4413 0.8202 0.03
H -2.2159 -0.9124 0.5106 0.10
H 1.5253 0.7394 -1.3449 0.08
H 1.6790 -0.7739 -0.6807 0.07
H 0.7430 -1.2720 1.3486 0.08
H -0.2106 -0.2725 2.1927 0.08


20
Properties=species:S:1:pos:R:3:lowdin_charge:R:1 method="wB97M-V/def2-TZVPD" lumo_ev=-4.8 homo_energy_ev=-14.292 charge=+1 orbital_gap_ev=9.51
C -1.2801 -1.2753 -0.1500 0.02
C -2.4105 -0.4314 -0.1692 -0.17
C -0.0522 0.6725 0.0150 -0.27
C 0.5544 1.3886 1.2060 0.03
C 0.4524 1.1878 -1.3343 0.02
C 1.0678 -1.4882 0.2034 0.02
N -0.1437 -0.7732 0.1308 -0.06
O -1.8847 0.8905 0.0061 -0.09
H -1.6163 -2.2936 -0.0395 0.17
H -2.9577 -0.5543 -1.0554 0.13
H -3.0412 -0.5661 0.8334 0.21
H 0.7101 2.3481 0.9452 0.05
H 1.5549 0.9108 1.2836 0.11
H 0.0667 1.3681 2.2184 0.13
H 1.5138 1.3136 -1.3439 0.09
H -0.0671 2.0939 -1.5647 0.10
H 0.2798 0.4929 -2.1792 0.11
H 1.2856 -1.7222 1.3615 0.18
H 1.7984 -0.9064 -0.3130 0.10
H 0.9754 -2.3844 -0.3793 0.11


20
Properties=species:S:1:pos:R:3:lowdin_charge:R:1 method="wB97M-V/def2-TZVPD" lumo_ev="-11.9 / -11.0" homo_energy_ev="-16.724 / -17.095" charge=+2 orbital_gap_ev="4.86 / 6.07" s2=1.769 spin_multiplicity=2
O 1.6397 1.4286 0.6020 0.02
C 0.7705 1.0509 1.3719 -0.26
C -0.5300 0.5035 1.1127 0.06
C -0.9529 0.0256 -0.2509 -0.14
C -1.0747 -1.4479 -0.3136 0.08
C -2.2108 -2.1818 -0.6813 0.06
C -2.3006 -3.6480 -0.6352 0.00
N 3.7228 3.5739 -0.7768 0.51
H 0.9886 1.0984 2.4571 0.14
H -1.2498 0.4726 1.9139 0.13
H -1.8807 0.5628 -0.5108 0.15
H -0.2123 0.4055 -0.9485 0.14
H -0.1060 -1.9483 -0.2451 0.16
H -2.9602 -1.4715 -1.0338 0.15
H -2.4713 -4.0401 -1.6427 0.13
H -1.4103 -4.0654 -0.1695 0.10
H -3.1461 -4.0007 -0.0322 0.13
H 3.8900 3.7076 -1.7848 0.16
H 2.8344 3.1989 -0.4082 0.12
H 4.5876 3.2676 -0.3070 0.16


25
Properties=species:S:1:pos:R:3:lowdin_charge:R:1 method="wB97M-V/def2-TZVPD" lumo_ev=3.4 homo_energy_ev=-5.536 charge=-1 orbital_gap_ev=8.92
C -1.3186 -1.0600 -1.3933 -0.59
C 1.2298 -0.7799 -1.8140 -0.01
C -0.3486 2.3036 -0.1990 -0.07
C 1.0217 1.0579 1.1376 -0.20
C -1.1720 0.6884 1.3303 -0.12
C 0.0034 -1.2387 -0.9493 -0.30
N -0.1527 0.9632 0.4106 -0.32
O -0.8540 -2.2016 -1.7423 0.10
O 1.1184 -1.9241 1.5501 -0.36
O -2.3144 -0.4598 -1.6066 0.13
O 0.6417 -3.5289 -0.1746 -0.35
O -1.2160 -2.5342 1.0639 -0.33
S 0.1516 -2.3909 0.5773 0.46
H 1.7291 -0.0320 -1.2152 0.04
H 0.8408 -0.2976 -2.7996 0.11
H 1.9987 -1.5714 -2.1177 0.10
H -0.5297 2.9561 0.6358 0.07
H 0.5916 2.4947 -0.7465 0.08
H -1.1860 2.2258 -0.9575 0.10
H 1.2409 0.1336 1.6908 0.07
H 1.9235 1.2351 0.5915 0.06
H 1.0199 1.9659 1.8905 0.11
H -0.9880 1.1659 2.3015 0.10
H -2.1107 1.1291 1.1081 0.08
H -1.3205 -0.3003 1.4275 0.03


26
Properties=species:S:1:pos:R:3:lowdin_charge:R:1 method="wB97M-V/def2-TZVPD" lumo_ev=-6.1 homo_energy_ev=-14.198 charge=+1 orbital_gap_ev=8.08 smiles="CCOC(=O)CCSS(=O)(=O)[N+](C)=O"
C 0.7787 0.9458 0.1670 -0.46
C 2.6599 -1.2629 -1.8558 -0.02
C -1.5317 -1.9025 1.6311 0.02
C 0.3365 2.4203 0.0178 -0.09
C 1.9045 -0.9346 -0.4774 -0.19
C -0.9011 2.8641 0.8532 -0.37
N -1.3270 -1.4794 0.3314 -0.25
O 0.1678 0.2113 0.9349 -0.03
O -0.7889 -2.2127 -0.4259 0.17
O -3.3788 -0.5152 -0.4276 -0.30
O -1.4045 0.1447 -1.7258 -0.21
O 1.7189 0.4335 -0.5870 0.04
S -2.3865 1.7346 0.6443 0.86
S -2.0878 0.0514 -0.5091 0.48
H 1.9384 -0.9442 -2.6547 0.09
H 3.5608 -0.6037 -2.0343 0.10
H 2.7939 -2.3089 -1.8608 0.06
H -1.2791 -2.9664 1.7220 0.14
H -2.5700 -1.7996 1.9426 0.13
H -0.9769 -1.1765 2.2113 0.12
H 0.2671 2.6032 -1.0006 0.10
H 1.2396 2.9657 0.4927 0.17
H 2.4207 -1.2640 0.4448 0.15
H 0.9166 -1.4948 -0.5723 0.10
H -1.2669 3.9520 0.8274 0.13
H -0.8042 2.5387 1.9109 0.07


20
Properties=species:S:1:pos:R:3:lowdin_charge:R:1 method="wB97M-V/def2-TZVPD" lumo_ev=-4.0 homo_energy_ev=-13.854 charge=+1 orbital_gap_ev=9.87
C 0.4618 -2.2458 1.4946 0.07
C 0.8571 0.4758 -0.1840 -0.49
C 0.3715 -0.9364 1.1819 -0.19
C -0.5684 -0.0669 1.9528 -0.11
C 0.1211 1.6573 -1.9752 -0.02
C -1.1455 -0.3035 -1.3037 0.00
N -0.0967 0.6004 -0.9990 -0.20
S 2.2590 1.3897 0.1282 0.94
H 0.8628 -2.9073 0.8345 0.03
H -0.0336 -2.5157 2.4870 0.12
H -1.3765 0.3169 1.4475 0.05
H -0.9256 -0.7982 2.7694 0.12
H 0.0648 0.7950 2.2589 0.09
H -0.2201 2.5518 -1.6983 0.07
H 1.1640 1.7772 -2.1153 0.06
H -0.3332 1.4802 -2.9809 0.14
H -0.9338 -0.9788 -2.1532 0.14
H -1.4088 -0.8931 -0.4706 0.07
H -2.0426 0.2641 -1.5199 0.12
H 2.9226 0.3373 0.8453 0.00


21
Properties=species:S:1:pos:R:3:lowdin_charge:R:1 method="wB97M-V/def2-TZVPD" lumo_ev="-6.2 / -6.2" homo_energy_ev="-9.351 / -9.351" charge=+1 orbital_gap_ev="3.15 / 3.16"
C 7.6905 -2.0102 -0.0472 -0.63
C 6.9927 -0.7490 -0.1989 -0.10
C 6.7192 1.0122 -0.2284 -0.28
C -6.8185 -0.7740 0.8519 -0.16
C -8.4867 -1.9569 -0.4920 -0.16
C 6.9830 3.6558 0.0293 -0.30
N -8.0091 -0.7203 0.0545 -0.21
S 8.2617 -3.4243 0.0935 0.96
S 7.9234 2.0998 0.0979 1.05
H 5.9904 -1.0657 -0.4909 0.06
H 5.6975 1.2300 -0.4559 0.07
H -5.9126 -0.9550 0.2546 0.07
H -6.6962 0.1694 1.3818 0.07
H -6.9115 -1.5802 1.5786 0.07
H -9.3927 -1.7749 -1.0653 0.08
H -7.7499 -2.4464 -1.1442 0.07
H -8.7163 -2.6400 0.3262 0.07
H 6.2963 3.6396 -0.8105 0.06
H 7.7058 4.4546 -0.0971 0.05
H 6.4484 3.7876 0.9656 0.06
H -8.0155 0.0478 -0.6035 0.10


19
Properties=species:S:1:pos:R:3:lowdin_charge:R:1 method="wB97M-V/def2-TZVPD" lumo_ev=1.1 homo_energy_ev=-10.133 orbital_gap_ev=11.24 smiles="CC[C@H]1CO1.C=C"
C -2.6998 -0.8277 0.3646 -0.10
C -1.3325 -0.5331 -0.2347 -0.22
C -0.5899 0.4818 0.5995 -0.34
C 2.1708 -0.7330 -0.5502 -0.10
C 3.1750 0.1154 -0.3873 -0.07
C 0.0870 1.6354 0.0175 -0.15
O -1.1750 1.7820 0.6511 -0.04
H -3.2473 -1.5447 -0.2534 0.07
H -2.6037 -1.2450 1.3724 0.08
H -3.2749 0.0995 0.4369 0.08
H -0.7551 -1.4644 -0.3133 0.10
H -1.4548 -0.1480 -1.2540 0.12
H -0.2425 0.1309 1.5760 0.15
H 1.6175 -0.7875 -1.4819 0.06
H 1.8495 -1.3920 0.2486 0.05
H 3.7030 0.1933 0.5567 0.05
H 0.9400 2.0741 0.5327 0.11
H 3.4928 0.7752 -1.1870 0.05
H 0.0783 1.7682 -1.0645 0.12


19
Properties=species:S:1:pos:R:3:lowdin_charge:R:1 method="wB97M-V/def2-TZVPD" lumo_ev=1.2 homo_energy_ev=-9.768 orbital_gap_ev=10.96 smiles=CCOCC1CC1
C 3.0406 0.5599 0.2938 -0.08
C 1.9752 -0.3499 -0.2850 -0.30
O 0.7725 -0.1227 0.4104 -0.15
C -0.3255 -0.7789 -0.1792 -0.22
C -1.5915 -0.3541 0.5122 -0.28
C -2.8341 -0.1533 -0.3099 -0.12
C -2.1069 1.0314 0.2565 -0.12
H 3.9778 0.4622 -0.2632 0.07
H 2.7073 1.6007 0.2395 0.08
H 3.2315 0.3162 1.3430 0.08
H 2.2746 -1.4093 -0.2071 0.12
H 1.8308 -0.1351 -1.3581 0.12
H -0.3866 -0.5138 -1.2503 0.13
H -0.1951 -1.8737 -0.1249 0.13
H -1.7207 -0.7465 1.5183 0.14
H -2.7642 -0.3303 -1.3805 0.10
H -3.7908 -0.4280 0.1237 0.10
H -1.5324 1.6562 -0.4222 0.11
H -2.5623 1.5691 1.0827 0.10